# 1
C13H15BaIN2O2 | ωB97M-V with the def2-TZVPD basis set

Values from the calculation:
LUMO level = -0.42 eV
energy relative to the best compared isomer or geometry (same formula, charge and spin) = 19.21 kcal/mol
E_HOMO = -7.62 eV
frontier orbital gap = 7.20 eV

Cartesian coordinates (Å):
Ba: -1.86 0.02 -0.51
I: -3.29 -3.00 -1.15
O: -0.86 -0.10 2.05
O: -3.05 0.39 1.77
N: 0.63 -1.58 -0.40
N: 0.92 1.13 -0.18
C: 3.19 0.93 0.58
C: -2.02 0.16 2.49
C: 3.25 2.31 0.83
C: 1.85 -1.11 -0.07
C: 2.11 3.08 0.60
C: 2.92 -2.01 0.17
C: 2.69 -3.38 0.14
C: 1.41 -3.85 -0.14
C: 1.99 0.36 0.10
C: -2.88 2.02 -1.33
C: 0.96 2.44 0.09
C: -3.87 0.54 -1.66
C: 0.41 -2.90 -0.41
H: 1.15 -4.90 -0.16
H: 3.51 -4.07 0.34
H: 4.17 2.75 1.21
H: -2.82 2.24 -0.25
H: 0.05 3.02 -0.10
H: 4.04 0.28 0.77
H: -4.73 0.95 -2.19
H: -3.38 -0.16 -2.36
H: -3.51 2.79 -1.76
H: -0.62 -3.21 -0.64
H: 2.08 4.14 0.80
H: 3.90 -1.59 0.38
H: -2.16 0.18 3.58
H: -1.93 2.04 -1.88
H: -4.26 0.08 -0.74

Atom charges from the Löwdin analysis, given in e for atoms 1 to 5: 1.794, -0.182, -0.211, -0.278, 0.014

# 2
C13H15ClN4O | ωB97M-V with the def2-TZVPD basis set

Values from the calculation:
LUMO level = 0.71 eV
energy relative to the best compared isomer or geometry (same formula, charge and spin) = 5.69 kcal/mol
E_HOMO = -8.23 eV
frontier orbital gap = 8.94 eV
SMILES = Clc1cnc2oc(N3CCN4CCC3CC4)nc2c1

Cartesian coordinates (Å):
Cl: -0.05 2.77 -5.61
O: -1.36 1.71 -0.07
N: -1.81 3.09 -2.03
N: -0.44 -0.08 1.27
N: 0.65 -0.54 3.98
N: -0.02 0.21 -1.05
C: -1.44 3.27 -3.32
C: 0.50 -1.21 1.39
C: -0.59 0.60 0.04
C: 0.04 -1.87 3.83
C: -0.05 -2.27 2.35
C: 1.97 -0.42 3.32
C: -1.24 2.05 -1.37
C: 1.87 -0.66 1.80
C: -0.02 1.32 -3.28
C: -1.22 0.39 2.45
C: -0.53 2.43 -3.97
C: -0.37 0.54 3.70
C: -0.40 1.16 -1.96
H: -1.07 -2.52 2.14
H: 0.58 -1.67 0.38
H: 0.52 -3.20 2.22
H: -1.82 4.09 -3.90
H: 0.13 1.51 3.63
H: -1.72 1.36 2.28
H: 2.67 -1.32 1.48
H: 2.40 0.58 3.56
H: -1.04 0.57 4.59
H: -2.02 -0.34 2.61
H: 2.01 0.32 1.29
H: 0.64 -2.65 4.31
H: 2.68 -1.11 3.74
H: -0.98 -1.89 4.33
H: 0.67 0.57 -3.74

Atom charges from the Löwdin analysis, given in e for atoms 1 to 5: 0.648, 0.164, 0.154, 0.007, -0.163

# 3
C13H15ClO | ωB97M-V with the def2-TZVPD basis set

Values from the calculation:
LUMO level = 0.85 eV
energy relative to the best compared isomer or geometry (same formula, charge and spin) = 0.00 kcal/mol
E_HOMO = -7.41 eV
frontier orbital gap = 8.26 eV
SMILES = COC1=C(Cl)c2ccc(C)cc2C[C@H]1C

Cartesian coordinates (Å):
Cl: -0.91 0.21 3.09
O: -3.34 -0.20 0.89
C: -2.04 -0.12 0.55
C: -0.86 0.08 1.36
C: 0.44 0.18 0.73
C: -0.73 0.55 -1.46
C: 4.27 0.65 -1.20
C: 1.63 0.09 1.46
C: -1.83 -0.36 -0.92
C: 2.86 0.25 0.85
C: 2.94 0.49 -0.52
C: -3.79 0.17 2.18
C: -1.49 -1.84 -1.16
C: 1.76 0.57 -1.25
C: 0.53 0.42 -0.65
H: -2.26 -2.48 -0.74
H: 1.59 -0.09 2.52
H: -0.54 0.32 -2.50
H: -1.42 -2.04 -2.23
H: 1.81 0.76 -2.31
H: 4.15 1.12 -2.17
H: 4.74 -0.32 -1.34
H: -0.54 -2.08 -0.69
H: -1.07 1.59 -1.40
H: 4.94 1.26 -0.59
H: -3.41 1.14 2.47
H: -4.88 0.22 2.09
H: -3.52 -0.58 2.92
H: 3.76 0.18 1.44
H: -2.78 -0.14 -1.43

Atom charges from the Löwdin analysis, given in e for atoms 1 to 5: 0.718, -0.072, -0.232, -0.490, -0.220

# 4
C13H15CuN9O3S2 | ωB97M-V with the def2-TZVPD basis set

Values from the calculation:
expectation value of S² = 0.756
LUMO level (alpha / beta) = -0.38 / -1.76 eV
energy relative to the best compared isomer or geometry (same formula, charge and spin) = 18.13 kcal/mol
E_HOMO (alpha / beta) = -8.27 / -8.20 eV
frontier orbital gap (alpha / beta) = 7.89 / 6.44 eV
spin multiplicity = 2

Cartesian coordinates (Å):
Cu: -12.27 -8.28 8.18
S: -10.31 -8.88 7.10
S: -11.02 -9.38 9.71
O: -11.04 -3.88 7.61
O: -12.02 -4.72 5.88
O: -12.68 -6.31 8.16
N: -7.59 -10.96 11.01
N: -9.87 -5.10 5.99
N: -7.83 -6.70 5.00
N: -9.11 -5.85 8.21
N: -6.91 -10.24 6.72
N: -14.81 -6.39 7.46
N: -14.07 -9.29 7.72
N: -8.06 -6.44 6.35
N: -11.02 -4.56 6.54
C: -14.21 -10.58 8.01
C: -15.68 -10.90 6.21
C: -15.50 -9.55 5.86
C: -8.42 -10.01 8.81
C: -9.12 -5.79 6.85
C: -14.51 -7.33 6.38
C: -9.68 -9.51 8.58
C: -14.18 -4.42 8.75
C: -8.01 -10.51 10.03
C: -14.75 -8.76 6.67
C: -13.84 -5.79 8.15
C: -7.56 -10.25 7.66
C: -15.05 -11.43 7.32
H: -15.97 -9.23 4.91
H: -15.60 -5.78 7.20
H: -8.12 -7.66 4.82
H: -15.29 -4.34 8.98
H: -13.57 -7.07 5.96
H: -9.83 -5.24 8.64
H: -13.64 -4.28 9.67
H: -13.76 -3.70 8.00
H: -15.12 -7.06 5.56
H: -7.87 -7.19 7.03
H: -15.10 -12.48 7.60
H: -13.62 -10.91 8.82
H: -16.29 -11.49 5.58
H: -6.84 -6.61 4.88
H: -8.24 -6.06 8.69

Atom charges from the Löwdin analysis, given in e for atoms 1 to 5: 0.036, 0.677, 0.667, -0.009, 0.040

# 5
C13H15FeNTe | ωB97M-V with the def2-TZVPD basis set

Values from the calculation:
expectation value of S² = 8.780
LUMO level (alpha / beta) = 2.96 / 2.92 eV
energy relative to the best compared isomer or geometry (same formula, charge and spin) = 2.37 kcal/mol
E_HOMO (alpha / beta) = -2.24 / -3.24 eV
frontier orbital gap (alpha / beta) = 5.20 / 6.16 eV
spin multiplicity = 6
net charge = -1

Cartesian coordinates (Å):
Te: 1.19 1.62 0.94
Fe: 0.21 1.14 -1.23
N: -1.13 -0.60 -0.91
C: -1.05 -0.99 3.68
C: 0.75 -0.96 -1.34
C: -1.06 1.34 -3.03
C: 1.18 -1.94 3.49
C: -0.74 -0.05 2.69
C: 0.12 3.08 -2.02
C: 1.06 2.27 -2.78
C: -0.08 -1.92 4.10
C: 0.55 -0.02 2.15
C: 0.32 1.20 -3.40
C: -1.19 2.49 -2.19
C: 1.50 -0.99 2.51
C: -0.56 -1.82 -0.97
H: 1.03 -1.15 -2.38
H: 2.12 2.46 -2.90
H: -2.11 2.86 -1.77
H: -2.04 -1.00 4.14
H: 0.35 3.98 -1.47
H: 2.49 -0.97 2.04
H: -0.89 -2.47 -1.80
H: -0.32 -2.64 4.89
H: 0.73 0.44 -4.06
H: -2.07 -0.56 -0.52
H: -1.87 0.71 -3.38
H: 1.92 -2.68 3.79
H: -0.46 -2.37 -0.02
H: -1.48 0.68 2.35
H: 1.54 -1.14 -0.61

Atom charges from the Löwdin analysis, given in e for atoms 1 to 5: 0.837, 0.218, -0.182, -0.113, -0.204

# 6
C13H15N3O2S2 | ωB97M-V with the def2-TZVPD basis set

Values from the calculation:
LUMO level = 0.42 eV
energy relative to the best compared isomer or geometry (same formula, charge and spin) = 35.22 kcal/mol
E_HOMO = -8.24 eV
frontier orbital gap = 8.66 eV
SMILES = CCOc1ccc(C(C)=O)cc1CSc1nnc(N)s1

Cartesian coordinates (Å):
S: -0.05 -0.64 -1.40
S: -1.11 -0.06 -4.19
O: 2.36 -3.88 3.64
O: -0.15 1.79 2.36
N: -2.17 2.04 -5.59
N: -1.10 1.67 -2.29
N: -1.64 2.30 -3.32
C: 1.01 -1.45 1.31
C: 0.48 -0.18 1.28
C: 0.79 -0.03 3.68
C: -0.32 2.60 3.51
C: 2.00 -3.40 2.59
C: 0.37 0.55 2.48
C: -0.93 3.92 3.06
C: 1.31 -1.30 3.68
C: 1.43 -2.04 2.50
C: -1.73 1.59 -4.39
C: -0.77 0.45 -2.53
C: 2.12 -4.18 1.30
C: 0.02 0.49 0.03
H: -2.66 2.92 -5.57
H: 1.13 -4.30 0.85
H: -2.47 1.36 -6.26
H: -0.27 4.40 2.35
H: 1.09 -1.99 0.38
H: 0.66 2.77 3.99
H: 0.69 1.31 -0.24
H: 2.76 -3.65 0.60
H: -1.89 3.74 2.59
H: 1.64 -1.76 4.60
H: -1.07 4.57 3.92
H: -0.98 2.10 4.23
H: -0.98 0.91 0.16
H: 2.54 -5.16 1.51
H: 0.71 0.51 4.61

Atom charges from the Löwdin analysis, given in e for atoms 1 to 5: 0.930, 0.994, 0.077, -0.044, 0.080